A cluster of 3 separate species, C14H27B2F6O8P in total at a distorted geometry, computed with ωB97M-V/def2-TZVPD.

Last column: Löwdin charge in e.
Element x y z (Å)
C: -0.001 -0.834 2.445  -0.09
C: -0.351 0.010 1.225  -0.24
C: -1.882 0.120 0.977  -0.20
C: -2.333 1.470 1.479  -0.19
O: -3.731 1.754 1.420  0.01
B: -4.570 0.865 0.797  -0.40
B: -5.827 0.168 1.718  -0.35
O: -6.687 1.052 2.395  0.08
C: -6.056 -1.388 1.833  -0.16
C: -7.371 -1.772 2.549  -0.11
P: -4.391 0.491 -1.138  0.84
O: -5.988 0.723 -1.534  -0.31
O: -4.400 -1.174 -1.225  -0.32
H: 0.212 -1.862 2.181  0.07
H: -0.745 -0.773 3.231  0.07
H: 0.924 -0.455 2.870  0.07
H: 0.016 1.013 1.390  0.07
H: 0.128 -0.363 0.331  0.10
H: -2.011 0.004 -0.094  0.07
H: -2.330 -0.706 1.521  0.12
H: -1.760 2.235 0.961  0.13
H: -2.037 1.546 2.523  0.14
H: -7.329 1.384 1.743  0.12
H: -6.115 -1.770 0.816  0.09
H: -5.241 -1.897 2.343  0.10
H: -8.166 -1.844 1.817  0.07
H: -7.660 -1.022 3.276  0.06
H: -7.271 -2.708 3.081  0.06
H: -6.432 -0.143 -1.492  0.06
H: -3.534 -1.532 -0.982  0.05
C: 1.283 3.150 -4.144  -0.06
C: 2.528 2.455 -3.637  -0.19
O: 2.831 2.826 -2.274  0.03
C: 2.086 2.260 -1.338  -0.40
O: 1.205 1.468 -1.502  0.17
C: 2.543 2.741 0.048  -0.52
F: 2.655 4.077 0.098  0.17
F: 3.745 2.218 0.354  0.15
F: 1.672 2.361 0.987  0.16
H: 1.385 4.231 -4.044  0.09
H: 1.120 2.907 -5.193  0.08
H: 0.402 2.848 -3.582  0.08
H: 3.395 2.764 -4.215  0.12
H: 2.448 1.371 -3.711  0.13
C: 5.556 -0.142 -0.344  -0.07
C: 6.674 -1.001 -0.893  -0.19
O: 6.693 -2.308 -0.286  0.03
C: 5.774 -3.162 -0.713  -0.40
O: 4.947 -2.963 -1.553  0.17
C: 5.940 -4.507 0.016  -0.54
F: 6.036 -4.326 1.343  0.16
F: 7.056 -5.124 -0.408  0.16
F: 4.898 -5.302 -0.228  0.17
H: 5.631 -0.069 0.741  0.09
H: 5.606 0.860 -0.767  0.08
H: 4.580 -0.564 -0.578  0.08
H: 7.639 -0.560 -0.657  0.13
H: 6.613 -1.102 -1.976  0.13

HOMO = -7.40 eV
Energy above the lowest of the compared OMol25 structures with the same formula, charge and spin = 15.1 kcal per mole
Structure (SMILES) = CCCCOB(B(O)CC)P(O)O.CCOC(=O)C(F)(F)F.CCOC(=O)C(F)(F)F
HOMO-LUMO gap = 7.626 eV
Spin multiplicity = 1
LUMO energy = 0.225 eV